ORCA calculation (ωB97M-V/def2-TZVPD) on a cluster of 2 separate species, C11H18 in total in a non-equilibrium geometry.

Properties
Net charge   0
E_HOMO   -9.07 eV
Calculated total energy   -429.9203 hartree
E_LUMO   0.03515 Eh
Energy relative to the best compared isomer or geometry (same formula, charge and spin)   0.553 eV
Gap between HOMO and LUMO   10.02 eV
Structure (SMILES)   Cc1ccccc1.CC(C)C
F_max   2.01 eV/A
Molecular weight   150.265 g/mol

```
29
Properties=species:S:1:pos:R:3:forces:R:3
C 1.767036 -1.239441 -2.674042 -0.16 -0.15 -0.50
C 1.900293 -0.622482 -1.317143 -0.51 -0.30 0.32
C 2.362479 0.672273 -1.145892 -0.27 0.06 0.10
C 2.464821 1.218029 0.131235 0.54 -0.22 0.19
C 2.149343 0.471907 1.260941 0.86 -0.34 -0.64
C 1.884992 -0.881248 1.079095 -1.48 -0.06 0.52
C 1.605267 -1.393881 -0.175511 1.92 0.18 -0.57
H 0.728934 -1.387584 -2.974868 -0.18 0.15 0.19
H 2.199126 -2.240206 -2.712267 0.22 0.05 0.05
H 2.213765 -0.628665 -3.460062 0.15 -0.02 0.12
H 2.664495 1.236353 -2.020553 0.04 0.08 0.08
H 3.022828 2.129145 0.285778 -0.45 0.50 -0.16
H 2.341136 0.885741 2.237912 -0.11 -0.01 0.16
H 1.754248 -1.537943 1.935745 0.14 0.13 0.00
H 1.583095 -2.468302 -0.316028 -0.69 -0.04 0.11
C -1.448567 0.052883 1.919557 0.60 -0.18 0.42
C -1.840243 0.460767 0.518244 -0.76 0.98 -0.39
C -2.636514 -0.594440 -0.215842 -0.06 -1.33 -0.44
C -2.680840 1.763987 0.545721 1.07 -0.26 -0.47
H -0.624993 -0.665173 1.942469 -0.17 -0.08 -0.16
H -2.272736 -0.385995 2.486361 -0.18 0.04 -0.17
H -1.097718 0.910429 2.497688 0.00 0.08 -0.06
H -0.992694 0.744896 -0.113029 0.44 -0.43 0.37
H -3.515560 -0.952364 0.338423 0.01 0.47 0.04
H -2.964436 -0.271836 -1.209422 -0.05 0.21 0.19
H -2.086221 -1.530685 -0.405531 0.26 0.33 0.15
H -2.168346 2.508084 1.156013 -0.38 -0.06 0.49
H -2.616835 2.216117 -0.451206 -0.67 -0.23 -0.01
H -3.696164 1.529620 0.856225 -0.12 0.46 0.07
```
Forces are in eV/Å.

Mulliken atomic charge list, values in e, 6 entries: -1.399, 0.851, -0.411, -0.553, -0.444, -0.611